No. 1
C9H15N3O2 | ωB97M-V with the def2-TZVPD basis set

Properties
- HOMO energy (eV) = -7.1517
- E (a.u.) = -666.5263
- relative energy (zero: lowest compared OMol25 entry of this formula, charge and spin) (kcal per mole) = 80.7
- charge = 0

Each line ends with the Löwdin charge.
Cartesian coordinates (Å):
C (1.865, -0.430, -1.652)  -0.0826
C (1.010, -1.248, -1.040)  -0.0844
C (0.235, 1.322, -2.339)  -0.2726
C (-1.631, 2.450, -2.530)  -0.5198
C (1.629, 0.854, -2.305)  -0.1250
C (-0.667, -1.629, 1.700)  -0.0319
C (0.310, 0.777, 1.274)  -0.0228
C (-2.013, 0.150, 0.602)  -0.0642
C (-0.611, -0.365, 0.759)  -0.5967
N (-0.717, 0.377, -2.273)  0.1117
N (-0.317, 2.628, -2.437)  0.1995
N (-0.266, -0.691, -0.638)  -0.0939
O (-2.432, 3.366, -2.753)  0.0575
O (-1.940, 1.105, -2.280)  0.0308
H (2.769, -0.896, -1.861)  0.0823
H (1.312, -2.204, -0.765)  0.0898
H (2.352, 1.579, -2.008)  0.1134
H (1.783, 0.787, -3.398)  0.1431
H (-1.525, -2.248, 1.377)  0.0877
H (0.323, -2.090, 1.771)  0.0766
H (-0.945, -1.184, 2.646)  0.0659
H (-0.019, 1.105, 2.262)  0.0848
H (0.218, 1.639, 0.505)  0.0996
H (1.368, 0.643, 1.190)  0.0571
H (-2.725, -0.110, 1.427)  0.0933
H (-2.029, 1.263, 0.358)  0.1002
H (-2.409, -0.367, -0.345)  0.1016
H (0.236, 3.479, -2.385)  0.1778
H (-0.840, -1.457, -0.975)  0.1215

Force components x, y, z for each atom (eV/Å):
-1.0 -1.4 0.1
-0.6 4.0 1.1
-3.0 -1.6 0.5
-3.7 2.5 0.0
-0.4 0.9 -1.5
-0.1 1.7 -0.7
-1.0 1.1 -2.0
-2.0 0.5 -1.4
0.9 -0.9 0.3
1.1 4.7 -3.5
2.9 -2.5 0.5
2.0 -4.1 2.4
0.9 -2.3 0.6
0.8 1.9 -1.3
1.9 -0.5 -0.6
0.3 -1.8 0.4
0.4 0.9 0.5
0.7 -0.5 0.2
0.8 -0.1 0.1
-0.4 -0.3 0.0
0.0 -0.3 0.7
0.2 0.1 -0.1
-0.4 -1.0 1.4
0.7 -0.9 0.6
0.8 0.5 -0.5
-0.2 -1.4 0.5
0.1 0.9 1.6
-0.8 -0.3 -0.2
-1.1 0.4 0.5

No. 2
C9H15N3O2S | ωB97M-V with the def2-TZVPD basis set

Properties
- HOMO energy (eV) = -9.3200
- E (a.u.) = -1064.8653
- relative energy (zero: lowest compared OMol25 entry of this formula, charge and spin) (kcal per mole) = 35.5
- charge = 0

Each line ends with the Löwdin charge.
Cartesian coordinates (Å):
O (-1.028, -2.593, 0.427)  -0.2684
S (-1.107, -1.420, -0.386)  0.6662
O (-1.205, -1.561, -1.813)  -0.2853
N (0.186, -0.461, -0.051)  -0.2718
C (0.647, -0.404, 1.314)  -0.1901
C (2.190, -0.492, 1.401)  -0.1614
H (2.596, 0.416, 1.849)  0.1088
C (2.828, -0.715, 0.030)  -0.2005
H (3.856, -1.056, 0.167)  0.1088
C (2.843, 0.546, -0.844)  -0.1888
C (1.622, 1.446, -0.664)  -0.1778
H (1.638, 1.889, 0.332)  0.1059
C (0.292, 0.727, -0.867)  -0.1999
H (-0.530, 1.427, -0.640)  0.1266
H (0.186, 0.393, -1.901)  0.1200
H (1.673, 2.266, -1.385)  0.1169
H (3.728, 1.141, -0.602)  0.1096
H (2.923, 0.248, -1.890)  0.1121
H (2.279, -1.510, -0.476)  0.1108
H (2.458, -1.325, 2.050)  0.1086
H (0.276, 0.504, 1.807)  0.1254
H (0.197, -1.269, 1.803)  0.1090
C (-2.537, -0.465, 0.067)  -0.3025
C (-3.031, 0.104, 1.212)  -0.1206
N (-4.155, 0.804, 0.927)  0.0632
C (-4.350, 0.672, -0.358)  -0.1847
N (-3.390, -0.085, -0.931)  0.0817
H (-3.270, -0.377, -1.889)  0.1518
H (-5.166, 1.109, -0.897)  0.1190
H (-2.651, 0.041, 2.211)  0.1075

Force components x, y, z for each atom (eV/Å):
0.0 0.2 0.2
-0.1 0.1 0.2
0.0 0.3 0.0
-0.8 -0.8 -0.3
0.1 -0.1 0.6
0.0 -0.1 -0.2
0.0 0.0 0.1
0.2 0.0 0.1
0.0 -0.1 0.0
-0.1 0.0 0.1
0.0 -0.3 -0.1
0.0 0.1 0.0
0.0 0.6 -0.5
0.1 -0.1 -0.1
0.0 0.2 0.0
-0.1 0.0 0.1
0.0 0.0 -0.1
0.1 0.0 -0.1
0.2 -0.1 0.0
0.0 0.0 0.1
0.0 -0.1 0.0
0.1 0.2 0.2
0.6 -0.4 -0.2
0.3 -0.3 -0.1
-0.3 0.3 0.3
0.0 0.0 -0.2
-0.1 0.0 -0.2
-0.1 0.1 0.0
-0.1 0.0 -0.2
0.2 -0.1 0.2

Question: Which of these has the highest relative energy (zero: lowest compared OMol25 entry of this formula, charge and spin)?
Answer: C9H15N3O2